DFT (the ωB97M-V functional and the def2-TZVPD basis) results for a 2-piece molecular cluster, C2H3O3S overall at a distorted geometry.

Last column: Löwdin charge in e.
Cartesian coordinates (Å):
H  -0.785433  -0.646454  0.886983  0.061
O  0.150903  -0.822268  -0.899050  -0.129
S  2.902088  -0.327452  -0.335654  0.598
H  0.191734  1.024237  0.294204  0.126
C  1.082145  -0.922117  0.107687  -0.443
O  3.429948  -0.128834  1.023396  -0.573
O  2.699682  1.009079  -0.937036  -0.541
C  -0.090660  -0.075575  0.313634  -0.201
H  0.715287  -2.476270  1.223871  0.101

Forces on atoms 1 to 3 (eV/Å):
H -0.883 0.897 0.757
O 0.467 0.101 0.096
S 0.557 0.277 0.555

Summary:
Highest occupied orbital energy = -3.738 eV
Energy above the lowest of the compared OMol25 structures with the same formula, charge and spin = 570.5 kJ/mol
Net charge = -1
Kohn-Sham gap = 7.7 eV
Spin multiplicity = 1


DFT (the ωB97M-V functional and the def2-TZVPD basis) results for an isolated ion of composition C2H3O3S and charge -1 at a distorted geometry.

Last column: Löwdin charge in e.
Cartesian coordinates (Å):
H  1.026113  1.308805  0.462193  0.122
H  0.241191  -1.251115  -1.330544  0.127
O  1.638694  0.150352  -1.939778  -0.059
O  -0.931612  0.816041  -0.023140  -0.585
C  0.475000  0.356791  0.233163  -0.250
H  0.342754  -0.211664  1.214429  0.093
C  0.806134  -0.252367  -1.075512  -0.258
O  -1.626837  -0.594321  1.981684  -0.785
S  -1.971437  -0.322523  0.477504  0.594

Forces on atoms 1 to 3 (eV/Å):
H -0.163 -0.995 -0.503
H 0.499 1.862 0.562
O -2.290 -0.677 2.809

Summary:
Highest occupied orbital energy = -1.876 eV
Energy above the lowest of the compared OMol25 structures with the same formula, charge and spin = 296.3 kJ/mol
Net charge = -1
Kohn-Sham gap = 5.9 eV
SMILES = O=CCOS[O-]
Spin multiplicity = 1


DFT (the ωB97M-V functional and the def2-TZVPD basis) results for a 3-piece molecular cluster, C2H3O3S overall at a distorted geometry.

Last column: Löwdin charge in e.
Cartesian coordinates (Å):
S  -0.725316  -0.759634  -1.175116  0.754
O  0.383009  -1.575394  -1.620594  -0.479
O  0.190678  0.758348  -0.206394  -0.211
H  2.524238  -2.751408  3.183614  -0.001
H  2.149682  -2.036424  3.450875  0.003
H  -1.490257  3.471193  -1.626572  -0.007
O  -1.521725  -1.326198  -0.114145  -0.468
C  -0.354304  1.751055  -0.649474  -0.575
C  -1.156001  2.468464  -1.242190  -0.016

Forces on atoms 1 to 3 (eV/Å):
S -0.667 -0.219 -1.078
O 0.414 -0.240 0.196
O 1.872 -1.716 1.425

Summary:
Highest occupied orbital energy = -4.147 eV
Energy above the lowest of the compared OMol25 structures with the same formula, charge and spin = 358.1 kJ/mol
Net charge = -1
Kohn-Sham gap = 8.2 eV
Spin multiplicity = 1


DFT (the ωB97M-V functional and the def2-TZVPD basis) results for an isolated ion of composition C2H3O3S2 and charge -1 at a distorted geometry.

Last column: Löwdin charge in e.
Cartesian coordinates (Å):
O  -4.178189  -0.316366  0.921696  -0.586
C  -0.161343  0.484822  -0.223349  -0.346
O  -2.380874  -1.367018  -0.371662  -0.601
S  -1.995797  1.589670  -0.059673  0.300
H  0.167300  0.958534  -1.142360  0.020
H  0.905392  -0.485861  1.522911  0.107
S  -3.379907  -0.280983  -0.304948  0.421
O  2.198210  -0.017844  0.042887  0.007
C  1.103379  -0.031058  0.538880  -0.311
H  -0.708037  -0.444715  -0.432922  -0.011

Forces on atoms 1 to 3 (eV/Å):
O 0.077 0.160 0.070
C -0.922 0.509 -0.543
O -0.163 0.047 -0.049

Summary:
Highest occupied orbital energy = -4.178 eV
Energy above the lowest of the compared OMol25 structures with the same formula, charge and spin = 215.5 kJ/mol
Net charge = -1
Kohn-Sham gap = 7.8 eV
Spin multiplicity = 1


DFT (the ωB97M-V functional and the def2-TZVPD basis) results for an isolated ion of composition C2H3O4S and charge -1 at a distorted geometry.

Last column: Löwdin charge in e.
Cartesian coordinates (Å):
O  1.288296  0.166331  -1.705513  -0.398
O  -1.228900  0.397379  -1.699904  -0.420
H  0.989310  -1.306139  0.582712  0.053
C  -0.025816  -1.078978  0.929630  -0.109
C  -0.149643  0.408704  0.771817  -0.440
O  0.252802  2.360104  -1.316297  -0.395
O  -0.355718  1.236693  1.613236  0.025
S  0.102896  0.903622  -1.287050  0.459
H  -0.122241  -1.596926  2.027350  0.113
H  -0.750985  -1.490791  0.084018  0.111

Forces on atoms 1 to 3 (eV/Å):
O -0.437 -0.183 -0.212
O 1.417 0.241 -0.351
H -0.189 -0.090 -0.114

Summary:
Highest occupied orbital energy = -4.314 eV
Energy above the lowest of the compared OMol25 structures with the same formula, charge and spin = 81.7 kJ/mol
Net charge = -1
Kohn-Sham gap = 8.3 eV
SMILES = CC(=O)S(=O)(=O)[O-]
Spin multiplicity = 1


DFT (the ωB97M-V functional and the def2-TZVPD basis) results for an isolated ion of composition C2H3O6 and charge -1 at a distorted geometry.

Last column: Löwdin charge in e.
Cartesian coordinates (Å):
O  0.722582  0.905407  0.695600  0.050
O  1.351471  -1.573651  -1.154244  -0.006
C  -0.041391  0.032670  -0.086241  -0.569
O  -0.115998  0.450316  -1.397430  0.029
H  0.351656  1.794446  0.628639  0.099
O  0.722954  -2.032414  0.967034  -0.008
O  -1.406356  -0.005176  0.373464  -0.067
C  0.810866  -1.368261  -0.068193  -0.608
O  -1.420792  -0.581419  1.679569  -0.063
H  0.448906  -0.215377  -1.863003  0.086
H  -0.673546  -1.245555  1.636105  0.056

Forces on atoms 1 to 3 (eV/Å):
O -0.009 0.178 0.251
O 0.711 -0.466 -0.565
C 0.660 -0.329 -0.323

Summary:
Highest occupied orbital energy = -4.884 eV
Energy above the lowest of the compared OMol25 structures with the same formula, charge and spin = 300.7 kJ/mol
Net charge = -1
Kohn-Sham gap = 8.9 eV
SMILES = O=C([O-])C(O)(O)OO
Spin multiplicity = 1


DFT (the ωB97M-V functional and the def2-TZVPD basis) results for C2H3OP as an isolated structure at a distorted geometry.

Last column: Löwdin charge in e.
Cartesian coordinates (Å):
C  -0.155312  -1.043308  0.008268  -0.272
O  -0.862426  1.120615  0.008487  -0.472
H  1.155032  0.842425  0.767186  0.077
H  0.891617  0.768771  -0.899257  0.069
C  0.439029  0.642184  0.034568  -0.265
H  0.210916  -2.040472  0.111595  -0.014
P  -1.678856  -0.290212  -0.030849  0.877

Forces on atoms 1 to 3 (eV/Å):
C -0.912 4.012 0.382
O -0.575 1.832 0.669
H 0.290 0.767 1.854

Summary:
Highest occupied orbital energy = -8.996 eV
Energy above the lowest of the compared OMol25 structures with the same formula, charge and spin = 148.4 kJ/mol
Kohn-Sham gap = 9.6 eV
Spin multiplicity = 1


DFT (the ωB97M-V functional and the def2-TZVPD basis) results for C2H3OP as an isolated structure at a distorted geometry.

Last column: Löwdin charge in e.
Cartesian coordinates (Å):
C  -0.795614  0.819303  -0.006888  -0.434
O  -1.882546  -1.125957  -0.012857  -0.484
H  -0.342498  1.698430  -0.268131  0.006
H  0.359846  -0.841198  0.915490  0.130
H  0.227668  -0.742353  -0.865527  0.067
C  -0.225068  -0.477162  0.013905  -0.136
P  -2.402031  0.380844  -0.042711  0.853

Forces on atoms 1 to 3 (eV/Å):
C -2.680 1.178 0.280
O 3.394 -1.292 0.382
H 1.336 2.087 -0.223

Summary:
Highest occupied orbital energy = -8.687 eV
Energy above the lowest of the compared OMol25 structures with the same formula, charge and spin = 166.7 kJ/mol
Kohn-Sham gap = 9.2 eV
Spin multiplicity = 1


DFT (the ωB97M-V functional and the def2-TZVPD basis) results for C2H3OP as an isolated structure at a distorted geometry.

Last column: Löwdin charge in e.
Cartesian coordinates (Å):
H  -0.328854  0.251851  1.583007  0.027
C  -0.640191  -0.407210  0.724321  -0.159
H  0.007253  -1.073499  -1.234669  0.122
O  1.284554  1.648776  -1.472529  -0.498
P  1.100295  1.095726  -0.094836  0.839
H  -1.496123  -1.208444  0.841807  0.109
C  0.073068  -0.307199  -0.347100  -0.439

Forces on atoms 1 to 3 (eV/Å):
H -0.970 -0.745 -0.508
C -2.816 -1.901 3.000
H 0.055 2.022 1.603

Summary:
Highest occupied orbital energy = -9.587 eV
Energy above the lowest of the compared OMol25 structures with the same formula, charge and spin = 53.1 kJ/mol
Kohn-Sham gap = 9.1 eV
Spin multiplicity = 1


DFT (the ωB97M-V functional and the def2-TZVPD basis) results for one molecule with the formula C2H3OPS at a distorted geometry.

Last column: Löwdin charge in e.
Cartesian coordinates (Å):
H  0.381756  1.454692  -0.135262  0.074
P  -1.499046  -0.276664  -0.602694  0.468
C  0.334212  0.362959  -0.419130  -0.433
C  0.826193  -0.648296  0.522949  -0.446
O  0.681141  -1.823667  0.335570  -0.005
H  1.251051  -0.230205  1.450966  0.121
S  -2.648914  0.904504  0.463954  0.080
H  0.673605  0.256674  -1.616354  0.141

Forces on atoms 1 to 3 (eV/Å):
H 0.059 -1.380 -0.075
P -0.530 1.330 0.860
C -0.896 1.287 -3.746

Summary:
Highest occupied orbital energy = -8.971 eV
Energy above the lowest of the compared OMol25 structures with the same formula, charge and spin = 59.1 kJ/mol
Kohn-Sham gap = 7.5 eV
SMILES = O=CCP=S
Spin multiplicity = 1


DFT (the ωB97M-V functional and the def2-TZVPD basis) results for one molecule with the formula C2H3OPS at a distorted geometry.

Last column: Löwdin charge in e.
Cartesian coordinates (Å):
H  -1.690164  0.586282  1.726087  -0.081
S  -0.763383  0.594372  -0.963454  0.656
C  0.713633  -0.482872  -0.645327  -0.356
H  1.001487  -1.570845  1.147381  0.044
P  -0.327343  0.846093  1.185788  0.708
H  1.233479  -1.100613  -1.449357  0.085
O  -0.694061  1.798571  -1.803578  -0.591
C  0.526351  -0.670988  0.802460  -0.464

Forces on atoms 1 to 3 (eV/Å):
H 1.132 -0.375 -0.314
S 0.540 -0.766 0.150
C -1.512 -0.348 3.047

Summary:
Highest occupied orbital energy (spin up / spin down) = -9.189 / -9.190 eV
Energy above the lowest of the compared OMol25 structures with the same formula, charge and spin = 238.5 kJ/mol
Kohn-Sham gap (spin up / spin down) = 9.3 / 9.3 eV
SMILES = O=S1=CC=[PH]=1
Spin multiplicity = 1


DFT (the ωB97M-V functional and the def2-TZVPD basis) results for C2H3OPr as an isolated structure at a distorted geometry.

Last column: Löwdin spin population.
Cartesian coordinates (Å):
Pr  1.652551  0.077546  0.191853  2.402
C  -2.767667  0.556339  -0.213923  -0.009
H  -3.491102  0.226000  -0.966288  0.000
O  -0.810278  -0.767815  0.301828  -0.036
H  0.093861  1.494735  -0.161305  -0.342
C  -1.949813  -0.389191  0.247752  -0.015
H  -3.354108  1.134753  0.509537  0.000

Forces on atoms 1 to 3 (eV/Å):
Pr -1.725 0.039 -0.264
C -1.881 -1.623 1.262
H 0.450 0.000 -0.479

Summary:
Highest occupied orbital energy (spin up / spin down) = -17.703 / -17.720 eV
Energy above the lowest of the compared OMol25 structures with the same formula, charge and spin = 0.0 kJ/mol
Net charge = +2
Kohn-Sham gap (spin up / spin down) = 5.7 / 7.6 eV
Spin multiplicity = 3